## a
Density functional theory data (wB97M-V/def2-TZVPD) for C2H3NO2 in the gas phase.

LUMO level	0.91	eV
SMILES	C1=NOCO1
gap between HOMO and LUMO	0.379	Eh
M	73.05	g/mol
HOMO	-9.40	eV

Last column: natural (NBO) charge in e.
Geometry (Å):
H1 -1.55906 -0.08979 -0.81042  0.1674
O1 -0.18421 1.00801 -0.08377  -0.4708
C1 -0.96723 -0.22930 0.07260  0.2191
H2 -1.49771 -0.24446 0.97669  0.1499
O2 -0.11306 -1.22658 -0.11503  -0.4412
N1 1.34312 -0.81031 0.02042  -0.1321
C2 1.06882 0.50148 0.04438  0.3131
H3 1.90933 1.09096 -0.10488  0.1945

---

## b
Density functional theory data (wB97M-V/def2-TZVPD) for 2 unconnected molecules or ions with the total composition C2H3NO2.

LUMO level	0.80	eV
gap between HOMO and LUMO	0.383	Eh
M	73.05	g/mol
HOMO	-9.62	eV

Last column: natural (NBO) charge in e.
Geometry (Å):
C1 0.99913 0.08509 -0.55928  -0.0130
H1 -0.06861 -0.78947 0.82976  0.3048
N1 0.82268 -0.79019 0.66895  -0.2808
H2 0.09677 0.42134 -1.00814  0.1786
C2 -2.06835 -0.01687 -0.18178  0.4813
H3 1.89802 0.09374 -1.14342  0.1935
O1 1.17374 0.52209 0.92167  -0.3862
O2 -2.85337 0.47428 0.47224  -0.4781

---

Which one sits at the top of the stability order? a does.

---

## a
Density functional theory data (wB97M-V/def2-TZVPD) for 2 unconnected molecules or ions with the total composition C3H9NO.

LUMO level	1.05	eV
SMILES	C=CNC.O
gap between HOMO and LUMO	0.354	Eh
M	75.11	g/mol
HOMO	-8.57	eV

Last column: natural (NBO) charge in e.
Geometry (Å):
H1 -1.30418 -2.13837 -0.15736  0.2117
C1 -0.41902 -1.64834 -0.55432  -0.4040
H2 -0.27822 -0.71322 1.28149  0.3820
O1 -2.00613 1.26225 -0.72064  -0.9624
C2 1.84721 0.78678 1.06305  -0.4870
C3 1.17364 0.05358 0.16258  -0.0072
H3 -1.72844 2.08525 -1.11844  0.4609
H4 1.41651 1.13847 1.99133  0.1938
N1 -0.07920 -0.53268 0.32166  -0.6475
H5 2.89582 0.94558 0.87744  0.2079
H6 0.37914 -2.39736 -0.59140  0.1738
H7 1.80979 -0.39620 -0.59819  0.1869
H8 -1.23343 0.95778 -0.22772  0.4825
H9 -0.57434 -1.28969 -1.56711  0.2087

---

## b
Density functional theory data (wB97M-V/def2-TZVPD) for 3 unconnected molecules or ions with the total composition C3H9NO.

LUMO level	0.87	eV
gap between HOMO and LUMO	0.366	Eh
M	75.11	g/mol
HOMO	-9.09	eV

Last column: natural (NBO) charge in e.
Geometry (Å):
H1 0.92061 -1.98280 -0.54170  0.2169
O1 -2.23549 -0.00477 0.11853  -0.5413
H2 1.80822 -1.09772 0.70883  0.2250
H3 -0.85213 0.58031 -1.47731  -0.1192
H4 0.81305 1.12816 1.59956  0.2188
C1 1.20748 -0.98802 -0.19840  -0.6716
H5 -0.64914 1.77045 0.82360  0.2529
N1 -1.14485 -0.70606 0.34381  -0.1639
H6 1.84595 -0.53086 -0.95489  0.2392
C2 0.28491 1.24301 0.64797  -0.6758
H7 -1.71394 0.54926 -1.15807  0.1562
H8 0.91511 1.83279 -0.01740  0.2260
C3 0.01717 -0.10852 0.04704  0.2854
H9 -1.21695 -1.68524 0.05842  0.3514

---

## c
Density functional theory data (wB97M-V/def2-TZVPD) for C3H9NO in the gas phase.

LUMO level	0.94	eV
SMILES	NCCCO
gap between HOMO and LUMO	0.382	Eh
M	75.11	g/mol
HOMO	-9.44	eV

Last column: natural (NBO) charge in e.
Geometry (Å):
H1 -0.80633 0.55218 1.08582  0.2010
C1 -0.61604 -0.32096 -0.92729  -0.0731
H2 -0.84270 -1.22832 1.07831  0.2096
C2 1.16613 -0.38428 0.89783  -0.2139
H3 -0.42847 -1.33172 -1.24960  0.1606
O1 -1.96487 0.06817 -1.17121  -0.7165
N1 1.85207 0.88283 0.72364  -0.8154
H4 -0.02009 0.39329 -1.57572  0.1579
H5 1.26264 1.45396 0.13049  0.3469
H6 1.39678 -1.18335 0.12206  0.1686
C3 -0.37089 -0.32571 0.59392  -0.4315
H7 1.77166 1.32198 1.63630  0.3500
H8 1.24110 -0.77744 1.90716  0.1941
H9 -2.03177 0.02554 -2.13197  0.4617

---

Which one sits at the top of the stability order? c does.

---

## a
Density functional theory data (wB97M-V/def2-TZVPD) for 2 unconnected molecules or ions with the total composition C3H9NO.

LUMO level	0.84	eV
SMILES	C=CN.CO
gap between HOMO and LUMO	0.319	Eh
M	75.11	g/mol
HOMO	-7.84	eV

Last column: natural (NBO) charge in e.
Geometry (Å):
N1 1.14676 1.45505 0.37429  -0.8334
O1 -0.63532 -2.26952 0.15852  -0.7131
H1 -0.39484 -2.49843 2.20938  0.1620
C1 0.31983 1.76154 -1.87925  -0.5932
H2 -0.69037 1.95605 -2.44402  0.2094
C2 0.13725 1.40852 -0.53998  0.0207
H3 0.40590 -2.26612 0.05810  0.4761
H4 1.23488 1.42107 -2.42132  0.2134
H5 -2.03507 -1.67871 1.63215  0.1953
H6 -0.58959 -0.89512 1.86910  0.1407
C3 -0.97462 -1.89476 1.44470  -0.2602
H7 0.89431 1.83328 1.27970  0.3919
H8 -0.69762 0.73577 -0.19120  0.2141
H9 2.03282 1.71126 -0.03291  0.3762

---

## b
Density functional theory data (wB97M-V/def2-TZVPD) for 2 unconnected molecules or ions with the total composition C3H9NO.

LUMO level	0.94	eV
SMILES	C=CN.CO
gap between HOMO and LUMO	0.334	Eh
M	75.11	g/mol
HOMO	-8.17	eV

Last column: natural (NBO) charge in e.
Geometry (Å):
H1 0.07326 -0.95072 1.88308  0.3735
H2 1.17301 0.88766 -0.04240  0.1943
C1 -1.42661 0.27272 0.02559  -0.5208
H3 1.87208 0.45558 -2.77572  0.4685
H4 -2.46313 -0.13335 1.87551  0.1685
N1 -0.84117 -1.32706 1.74676  -0.8167
H5 -1.08588 -1.64471 2.67652  0.3633
C2 -1.71346 -0.41862 1.19749  0.0181
H6 -0.96067 -0.06386 -0.87440  0.2136
C3 1.89178 0.47563 -0.75383  -0.2524
H7 1.84238 -0.58989 -0.69466  0.1639
O1 1.47813 0.91946 -2.06205  -0.7336
H8 -1.85003 1.28617 -0.15350  0.1999
H9 2.95189 0.70856 -0.44085  0.1598

---

## c
Density functional theory data (wB97M-V/def2-TZVPD) for 2 unconnected molecules or ions with the total composition C3H9NO.

LUMO level	0.91	eV
SMILES	C=C.NCO
gap between HOMO and LUMO	0.371	Eh
M	75.11	g/mol
HOMO	-9.19	eV

Last column: natural (NBO) charge in e.
Geometry (Å):
O1 0.72586 -0.81351 2.00568  -0.7250
C1 1.40701 0.67942 -2.50155  -0.3815
H1 -0.56203 -0.04179 -2.04920  0.1972
H2 -2.01949 -1.50820 1.42663  0.3463
H3 -1.49171 -1.36274 2.85702  0.3626
H4 2.28405 1.10001 -2.02424  0.1984
H5 -0.24054 1.78240 -1.84598  0.1969
C2 -0.47706 -0.26059 1.48811  0.0909
N1 -1.71857 -0.76484 2.06076  -0.8259
H6 1.34819 -0.08646 1.95005  0.4718
C3 0.13197 0.79045 -2.09329  -0.4012
H7 1.63975 0.04265 -3.35488  0.1883
H8 -0.56382 -0.37442 0.40389  0.1435
H9 -0.46361 0.81761 1.67700  0.1374

---

## d
Density functional theory data (wB97M-V/def2-TZVPD) for C3H9NO in the gas phase.

LUMO level	0.93	eV
SMILES	C[C@H](N)CO
gap between HOMO and LUMO	0.387	Eh
M	75.11	g/mol
HOMO	-9.62	eV

Last column: natural (NBO) charge in e.
Geometry (Å):
C1 -0.36898 1.92743 0.04405  -0.6333
H1 -1.72939 -0.12713 -0.92328  0.1943
H2 0.00583 -2.36743 0.16733  0.4574
H3 -1.47903 1.95916 -0.13670  0.2254
C2 -0.70593 -0.64766 -0.60208  -0.0892
H4 2.07150 -0.65627 0.30201  0.3587
H5 -0.13898 -0.91722 -1.47444  0.1835
N1 1.68400 0.26491 0.00963  -0.8685
H6 0.26161 2.38731 -0.75665  0.2223
H7 2.17992 0.94948 0.73091  0.3576
O1 -0.88733 -1.97977 0.20995  -0.7356
H8 0.00498 2.42659 1.06866  0.2140
C3 0.12239 0.42020 0.21554  -0.0702
H9 -0.15069 0.12946 1.33010  0.1837

---

Which one sits at the top of the stability order? d does.